Record 1
C5H14OP | the ωB97M-V functional and the def2-TZVPD basis

Energy above the lowest of the compared OMol25 structures with the same formula, charge and spin = 41.1 kJ/mol
Net charge = +1

Geometry as XYZ:
```
21
C5H14OP, DFT the ωB97M-V functional and the def2-TZVPD basis
C 1.145 -0.866 1.778
C 0.064 -1.480 -2.035
C -0.287 2.361 0.301
C -0.305 -0.356 1.574
C 0.540 -0.109 -1.632
O -2.105 0.507 -0.278
P -0.543 0.561 -0.061
H 1.796 0.004 1.640
H 1.402 -1.610 2.616
H 1.520 -1.512 1.026
H 0.294 -2.149 -1.195
H -0.885 -1.404 -2.421
H 0.597 -1.952 -2.850
H -1.246 2.715 0.751
H 0.041 2.922 -0.645
H 0.471 2.579 1.043
H -0.612 0.497 2.217
H -1.091 -1.139 1.535
H 0.343 0.655 -2.318
H 1.527 -0.095 -1.160
H -2.668 -0.128 0.112
```

=====

Record 2
C14H17BF4FeN2O5S3 | the ωB97M-V functional and the def2-TZVPD basis

2S+1 = 6
Energy above the lowest of the compared OMol25 structures with the same formula, charge and spin = 74.5 kJ/mol
⟨S²⟩ = 8.7800
Net charge = -1

Geometry as XYZ:
```
47
C14H17BF4FeN2O5S3, DFT the ωB97M-V functional and the def2-TZVPD basis
Fe -0.038 -1.268 0.347
O 4.263 -2.479 0.736
C 2.975 -2.282 0.420
O 2.266 -1.515 1.018
C 2.531 -3.092 -0.770
O 1.138 -3.253 -0.776
C 0.667 -4.341 0.027
C 0.358 -3.950 1.471
O 0.578 -4.777 2.346
O -0.165 -2.787 1.626
H 4.469 -1.836 1.432
H 3.059 -4.048 -0.787
H 2.809 -2.516 -1.652
H 1.382 -5.163 0.007
H -0.266 -4.667 -0.432
S -1.738 -2.323 -1.117
C -2.491 -1.035 -1.895
C -3.259 -1.277 -3.073
C -3.917 -0.270 -3.711
C -3.847 1.051 -3.204
C -3.126 1.324 -2.080
C -2.415 0.305 -1.384
S -1.552 0.698 0.024
H -3.305 -2.291 -3.450
H -4.491 -0.478 -4.606
H -4.362 1.854 -3.719
H -3.066 2.336 -1.699
F 1.182 -0.284 -1.117
B 2.221 0.240 -2.002
F 2.131 1.629 -1.969
F 3.456 -0.201 -1.487
F 2.003 -0.283 -3.270
S 0.194 -0.064 2.833
C 0.151 1.601 2.583
N -0.470 2.428 3.459
C -0.795 3.817 3.169
C 0.319 4.418 2.335
C 0.527 3.548 1.110
N 0.772 2.182 1.542
H -0.993 1.938 4.166
H -0.915 4.349 4.113
H -1.742 3.885 2.623
H 1.239 4.443 2.924
H 0.069 5.437 2.040
H 1.385 3.879 0.526
H -0.352 3.578 0.459
H 1.159 1.540 0.864
```

=====

Record 3
C25H37N4O2RuS4 | the ωB97M-V functional and the def2-TZVPD basis

2S+1 = 2
Energy above the lowest of the compared OMol25 structures with the same formula, charge and spin = 49.3 kJ/mol
⟨S²⟩ = 0.7564

Geometry as XYZ:
```
73
C25H37N4O2RuS4, DFT the ωB97M-V functional and the def2-TZVPD basis
Ru -0.413 -0.696 0.749
N -1.108 1.292 -0.319
C -0.911 1.872 -1.660
C -1.729 1.163 -2.723
C -1.267 -0.256 -3.066
C -1.904 -1.385 -2.257
N -1.076 -1.796 -1.107
H -2.098 1.324 -0.103
H -0.688 1.913 0.366
H 0.146 1.824 -1.906
H -1.190 2.930 -1.644
H -1.693 1.778 -3.626
H -2.784 1.142 -2.420
H -0.177 -0.316 -2.959
H -1.477 -0.445 -4.120
H -2.057 -2.250 -2.908
H -2.888 -1.086 -1.886
H -0.132 -1.971 -1.440
H -1.401 -2.695 -0.763
O -1.613 2.131 2.441
C -2.886 1.690 2.792
C -3.519 0.565 1.981
C -4.916 0.556 2.014
C -5.628 -0.459 1.416
C -4.912 -1.476 0.804
C -3.537 -1.404 0.819
N -2.824 -0.404 1.363
H -0.965 1.494 2.798
H -3.553 2.550 2.711
H -2.920 1.365 3.840
H -5.428 1.361 2.525
H -6.709 -0.466 1.436
H -5.401 -2.317 0.333
H -2.963 -2.213 0.398
O 1.191 -3.648 6.763
C 0.889 -3.128 5.726
S 0.081 -3.984 4.392
C -0.021 -2.609 3.323
C 0.487 -1.449 3.750
S 0.498 -0.009 2.767
S 1.208 -1.423 5.343
S -0.763 -2.722 1.758
C 3.101 2.148 -3.838
C 2.628 2.017 -2.413
C 2.518 3.132 -1.591
C 2.084 2.985 -0.279
C 1.977 4.170 0.646
C 1.751 1.722 0.195
C 1.802 0.578 -0.610
C 2.270 0.769 -1.922
N 1.391 -0.687 -0.142
C 2.424 -1.761 -0.312
C 3.834 -1.141 -0.263
C 2.256 -2.592 -1.603
C 2.405 -2.764 0.837
H 3.459 3.157 -4.043
H 2.295 1.931 -4.542
H 3.914 1.452 -4.048
H 2.786 4.114 -1.967
H 2.371 5.072 0.180
H 2.528 3.993 1.570
H 0.937 4.358 0.924
H 1.472 1.638 1.234
H 2.354 -0.070 -2.597
H 4.099 -0.568 -1.149
H 4.567 -1.941 -0.152
H 3.910 -0.483 0.604
H 2.021 -2.006 -2.490
H 1.473 -3.348 -1.483
H 3.178 -3.143 -1.802
H 2.605 -2.277 1.792
H 3.183 -3.510 0.656
H 1.459 -3.286 0.911
```

=====

Record 4
C42H25Cl2IrN8O2S2 | the ωB97M-V functional and the def2-TZVPD basis

2S+1 = 6
Electronic energy = -109522.191 eV
⟨S²⟩ = 8.8357
Net charge = +1

Geometry as XYZ:
```
82
C42H25Cl2IrN8O2S2, DFT the ωB97M-V functional and the def2-TZVPD basis
Ir -0.413 1.008 -0.482
C -0.972 -1.325 3.404
C -1.162 -0.359 2.411
N -0.170 0.146 1.713
C 1.098 -0.182 2.021
C 1.395 -1.105 3.056
C 0.306 -1.714 3.711
C 2.739 -1.317 3.424
C 3.725 -0.553 2.846
C 3.451 0.344 1.819
C 2.158 0.476 1.298
N 1.773 1.211 0.238
C 2.541 1.869 -0.667
C 3.866 1.597 -1.013
C 4.523 2.347 -1.985
C 3.910 3.395 -2.628
C 2.560 3.698 -2.350
C 1.832 4.707 -3.016
C 0.505 4.885 -2.715
C -0.105 4.038 -1.783
N 0.551 3.080 -1.169
C 1.865 2.907 -1.401
H -1.826 -1.739 3.917
H -2.150 0.017 2.186
H 0.495 -2.455 4.472
H 2.972 -2.018 4.211
H 4.741 -0.636 3.197
H 4.250 0.962 1.444
H 4.395 0.775 -0.560
H 5.543 2.095 -2.229
H 4.443 3.980 -3.361
H 2.320 5.318 -3.760
H -0.085 5.643 -3.205
H -1.154 4.137 -1.541
S -7.378 -1.335 0.022
C -8.433 -0.012 0.250
C -7.767 1.169 0.395
C -6.374 1.022 0.307
C -5.986 -0.283 0.105
C -4.656 -0.815 -0.023
C -3.555 0.015 -0.348
N -2.328 -0.426 -0.432
C -2.056 -1.729 -0.231
C -3.084 -2.648 0.084
C -2.749 -4.007 0.352
C -1.462 -4.424 0.355
C -0.399 -3.528 0.032
C 0.948 -3.902 0.075
C 1.933 -3.000 -0.307
C 1.501 -1.732 -0.747
N 0.255 -1.335 -0.700
C -0.707 -2.189 -0.312
C 3.337 -3.304 -0.255
C 3.958 -4.486 0.063
C 5.360 -4.405 0.018
C 5.802 -3.165 -0.328
S 4.516 -2.073 -0.611
C -4.391 -2.164 0.173
H -9.491 -0.179 0.266
H -8.265 2.107 0.561
H -5.679 1.835 0.418
H -3.697 1.072 -0.526
H -3.559 -4.687 0.569
H -1.221 -5.448 0.599
H 1.204 -4.897 0.406
H 2.219 -1.029 -1.146
H 3.439 -5.392 0.318
H 6.013 -5.231 0.231
H 6.811 -2.828 -0.451
H -5.197 -2.838 0.421
N -0.553 0.862 -2.584
C -0.325 1.107 -3.711
N -0.189 1.192 -4.937
C 0.370 1.941 -5.809
N 0.870 2.554 -6.648
Cl -0.664 2.876 3.677
C -0.693 3.416 2.004
Cl -0.394 5.144 1.866
C -2.126 3.104 1.363
O -3.102 3.541 1.916
O -2.052 2.428 0.312
H 0.078 2.877 1.447
```

=====

Record 5
C7H5O4S | the ωB97M-V functional and the def2-TZVPD basis

Energy above the lowest of the compared OMol25 structures with the same formula, charge and spin = 162.8 kJ/mol
Net charge = -1

Geometry as XYZ:
```
17
C7H5O4S, DFT the ωB97M-V functional and the def2-TZVPD basis
C 1.531 -0.710 0.689
C 1.441 -0.793 -0.652
C 0.442 -0.545 1.582
C 0.226 -0.716 -1.355
C -0.750 -0.295 0.913
C -0.832 -0.482 -0.541
C -2.793 0.100 0.241
O 0.816 2.006 -1.688
O -3.981 0.292 0.258
O -2.018 -0.062 1.403
O -2.133 -0.187 -0.892
S 1.668 2.596 -0.503
H 2.604 -0.800 1.063
H 2.275 -0.668 -1.292
H 0.523 -0.775 2.664
H -0.036 -0.895 -2.402
H 1.019 1.934 0.513
```

=====

Record 6
C6H12 | the ωB97M-V functional and the def2-TZVPD basis

Energy above the lowest of the compared OMol25 structures with the same formula, charge and spin = 122.4 kJ/mol
Structure (SMILES) = CC[C@H]1C[C@H]1C

Geometry as XYZ:
```
18
C6H12, DFT the ωB97M-V functional and the def2-TZVPD basis
C -0.486 -1.705 1.031
C -0.993 -1.089 -0.279
C -0.076 -0.159 -1.074
C -0.403 1.309 -1.188
C 0.882 0.886 -0.541
C 1.168 1.186 0.914
H 0.105 -2.610 0.854
H 0.119 -1.018 1.626
H -1.343 -1.991 1.648
H -1.937 -0.567 -0.086
H -1.264 -1.918 -0.945
H 0.285 -0.612 -1.995
H -1.181 1.662 -0.511
H -0.393 1.801 -2.157
H 1.764 1.003 -1.169
H 1.577 2.199 1.009
H 1.908 0.491 1.328
H 0.267 1.133 1.534
```

=====

Record 7
C41H54As2BN13OSW | the ωB97M-V functional and the def2-TZVPD basis

2S+1 = 2
Energy above the lowest of the compared OMol25 structures with the same formula, charge and spin = 307.5 kJ/mol
⟨S²⟩ = 0.7923
Net charge = +3

Geometry as XYZ:
```
114
C41H54As2BN13OSW, DFT the ωB97M-V functional and the def2-TZVPD basis
W -0.365 -0.600 -0.249
C -1.076 -1.571 -4.325
C 0.154 -1.034 -3.673
C 1.262 -0.505 -4.348
C 2.231 -0.333 -3.389
N 1.720 -0.707 -2.203
N 0.430 -1.117 -2.364
B 2.528 -1.306 -1.009
N 2.458 -0.411 0.276
C 3.519 0.037 0.992
C 3.211 -0.038 2.326
C 1.910 -0.544 2.392
C 1.205 -0.945 3.638
N 1.441 -0.737 1.152
N 1.786 -2.619 -0.606
C 2.300 -3.842 -0.431
C 1.305 -4.679 0.033
C 0.172 -3.877 0.144
C -1.179 -4.294 0.620
N 0.469 -2.629 -0.240
N 3.928 -1.546 -1.507
C 4.330 -2.477 -2.427
C 5.598 -2.167 -2.819
C 5.935 -0.995 -2.093
C 7.195 -0.207 -2.124
N 4.917 -0.633 -1.335
H -0.774 -2.219 -5.147
H -1.681 -0.773 -4.757
H -1.675 -2.153 -3.632
H 1.335 -0.318 -5.405
H 3.247 0.015 -3.482
H 4.411 0.351 0.486
H 3.843 0.231 3.154
H 0.141 -0.748 3.572
H 1.361 -2.015 3.793
H 1.623 -0.418 4.493
H 3.333 -4.056 -0.641
H 1.385 -5.725 0.268
H -1.077 -5.014 1.431
H -1.728 -4.799 -0.179
H -1.746 -3.433 0.972
H 3.677 -3.269 -2.755
H 6.222 -2.704 -3.513
H 8.060 -0.867 -2.134
H 7.247 0.453 -1.261
H 7.240 0.401 -3.029
S -3.138 0.677 0.484
C -2.939 2.240 1.213
C -4.080 2.933 1.633
C -3.967 4.194 2.190
C -2.710 4.752 2.385
C -1.577 4.052 2.009
C -1.679 2.810 1.383
As -0.086 1.841 0.787
C 1.059 2.373 2.278
C 2.321 2.916 2.062
C 3.098 3.307 3.142
C 2.623 3.150 4.437
C 1.357 2.623 4.653
C 0.578 2.232 3.577
C 0.667 3.092 -0.540
C 1.618 2.560 -1.415
C 2.257 3.363 -2.349
C 1.957 4.716 -2.410
C 1.029 5.256 -1.530
C 0.385 4.452 -0.599
H -5.048 2.468 1.498
H -4.862 4.729 2.478
H -2.611 5.730 2.834
H -0.599 4.469 2.214
H 2.693 3.052 1.055
H 4.074 3.740 2.971
H 3.228 3.456 5.280
H 0.976 2.532 5.662
H -0.422 1.843 3.735
H 1.885 1.513 -1.343
H 2.994 2.933 -3.014
H 2.452 5.352 -3.131
H 0.811 6.314 -1.564
H -0.327 4.900 0.080
C -5.137 -1.583 -3.254
N -4.158 -1.926 -2.221
C -4.329 -3.181 -1.497
C -3.109 -1.144 -1.954
N -2.120 -1.490 -1.171
N -3.096 0.071 -2.599
C -2.114 1.025 -2.569
N -2.284 2.040 -3.428
N -1.093 0.948 -1.774
H -5.860 -2.389 -3.332
H -4.664 -1.483 -4.233
H -5.697 -0.679 -3.002
H -5.349 -3.528 -1.626
H -4.170 -3.032 -0.429
H -3.667 -3.966 -1.873
H -2.227 -2.452 -0.868
H -3.894 0.270 -3.179
H -3.100 2.125 -4.010
H -1.627 2.803 -3.465
H -0.460 1.730 -1.925
C -4.053 -2.175 2.314
As -2.334 -1.530 2.940
C -2.736 -0.091 4.165
C -1.534 -2.963 3.980
O -1.256 -1.057 1.742
H -4.703 -2.237 3.188
H -3.967 -3.172 1.884
H -4.484 -1.476 1.605
H -3.472 -0.468 4.876
H -3.154 0.769 3.642
H -1.842 0.205 4.714
H -1.223 -2.576 4.949
H -0.668 -3.364 3.458
H -2.262 -3.758 4.141
```

=====

Record 8
C16H23Cl12N3S2 | the ωB97M-V functional and the def2-TZVPD basis

Energy above the lowest of the compared OMol25 structures with the same formula, charge and spin = 778.7 kJ/mol

Geometry as XYZ:
```
56
C16H23Cl12N3S2, DFT the ωB97M-V functional and the def2-TZVPD basis
C 4.021 -2.712 2.625
C 3.092 -1.373 2.250
N 2.330 -1.522 0.953
C 3.175 -2.081 -0.170
C 2.747 -3.682 -0.397
C 1.574 -0.273 0.561
S 1.712 1.257 1.350
S 0.315 -0.302 -0.876
C -1.366 0.079 -0.073
C -2.140 -1.396 0.015
C -1.414 -2.455 1.038
C -1.685 -4.054 0.631
C -1.040 -4.922 1.900
N -0.425 -5.560 2.856
C -3.291 -4.376 0.473
C -4.023 -4.129 1.919
N -4.489 -4.146 3.142
H 4.955 -2.823 1.902
H 4.456 -2.472 3.710
H 3.391 -3.703 2.604
H 2.269 -1.330 3.113
H 3.831 -0.465 2.293
H 2.901 -1.554 -1.205
H 4.330 -1.945 -0.040
H 1.569 -3.792 -0.552
H 2.985 -4.345 0.561
H 3.371 -4.095 -1.301
H -1.958 0.864 -0.719
H -1.256 0.566 1.006
H -2.226 -1.766 -1.098
H -3.228 -1.151 0.416
H -0.234 -2.351 1.087
H -1.786 -2.237 2.151
H -1.042 -4.312 -0.316
H -3.749 -3.707 -0.373
H -3.394 -5.513 0.164
C 2.565 5.427 1.582
Cl 3.774 5.084 0.334
Cl 1.337 6.547 0.969
Cl 1.811 3.925 2.147
H 3.069 5.899 2.430
C -0.238 4.941 -2.512
Cl -0.426 3.267 -1.965
Cl 1.478 5.362 -2.647
Cl -1.063 5.187 -4.060
H -0.696 5.600 -1.769
C -2.242 1.547 -5.935
Cl -1.895 0.129 -6.939
Cl -3.990 1.807 -5.807
Cl -1.520 1.363 -4.327
H -1.797 2.424 -6.413
C -2.903 5.904 0.767
Cl -4.487 5.816 -0.022
Cl -2.237 4.280 1.009
Cl -1.787 6.897 -0.186
H -3.031 6.373 1.746
```

=====

Record 9
C5H5NO | the ωB97M-V functional and the def2-TZVPD basis

Energy above the lowest of the compared OMol25 structures with the same formula, charge and spin = 360.1 kJ/mol
Structure (SMILES) = OC=C=CC1=NC1

Geometry as XYZ:
```
12
C5H5NO, DFT the ωB97M-V functional and the def2-TZVPD basis
O 0.856 1.587 -2.193
C 0.642 1.701 -0.856
C -1.606 -1.255 0.544
C -0.263 -1.020 1.008
N -0.767 -2.029 1.563
C 0.906 0.797 0.053
C 0.929 -0.201 0.908
H 1.142 0.683 -2.387
H 0.238 2.673 -0.590
H -2.439 -0.672 0.935
H -1.785 -1.743 -0.414
H 1.788 -0.443 1.528
```